1.
A cluster of 10 separate species, C10H40N6O10 in total, computed with ωB97M-V with the def2-TZVPD basis set.

The HOMO energy comes out at -0.3175 Eh. Its calculated total energy is -1485.85261 hartree. Its structure (SMILES) is NC(N)=O.NC(N)=O.NC(N)=O.CO.CO.CO.CO.CO.CO.CO. For the HOMO-LUMO gap, the calculation gives 8.78 eV. The relative energy (zero: lowest compared OMol25 entry of this formula, charge and spin) is 311.4 kJ/mol.

Positions of all 66 atoms, in Å:
N  4.5048  -3.3744  2.8723
C  3.4002  -2.7337  2.6461
N  3.0824  -2.7252  1.3448
O  2.6926  -2.1907  3.4772
H  4.7821  -3.4176  3.8425
H  4.8139  -4.0136  2.1540
H  2.5172  -1.9710  0.9818
H  3.6290  -3.1173  0.5915
N  -1.3512  -3.7935  2.6235
C  -1.1174  -3.0182  3.6334
N  -0.1840  -2.0975  3.3265
O  -1.8610  -3.0041  4.5994
H  -0.9360  -3.5959  1.7243
H  -2.0791  -4.4892  2.5435
H  -0.0369  -1.4007  4.0426
H  0.2889  -2.0566  2.4350
N  -2.5339  1.3390  -4.5049
C  -2.8569  1.6635  -3.2463
N  -4.0805  2.0933  -3.1576
O  -1.9820  1.4647  -2.3480
H  -3.3190  1.2895  -5.1383
H  -1.6108  1.0117  -4.7516
H  -4.5690  2.2195  -4.0325
H  -4.2325  2.4843  -2.2388
C  2.3465  4.2279  -0.6507
O  2.1102  2.8262  -0.9283
H  2.1400  4.6479  -1.6351
H  1.5056  4.4565  0.0040
H  3.3877  4.3175  -0.3411
H  1.1732  2.8461  -1.1360
C  0.2426  -0.2034  0.3596
O  1.5500  -0.4407  -0.0616
H  -0.3674  -1.0908  0.5288
H  0.1297  0.5886  1.0999
H  -0.3577  0.3917  -0.3285
H  1.8211  0.3279  -0.5689
C  -3.8387  -1.1216  -0.1826
O  -3.3464  0.2191  0.0203
H  -4.2195  -1.4055  -1.1637
H  -3.1725  -1.8995  0.1905
H  -4.8049  -1.0995  0.3214
H  -2.6252  0.4699  -0.5616
C  -0.9750  -4.1836  -1.0535
O  -2.1013  -4.4655  -0.1943
H  -0.4727  -5.0321  -1.5180
H  -1.2501  -3.4599  -1.8208
H  -0.2088  -3.6727  -0.4704
H  -2.1916  -5.4152  -0.0873
C  0.9464  2.7176  3.1479
O  -0.0963  1.9794  3.7306
H  0.5967  3.6493  2.7033
H  1.6464  2.9748  3.9429
H  1.3739  2.1793  2.3020
H  0.3034  1.1755  4.0706
C  -1.7126  3.5627  0.3723
O  -0.7448  3.0590  -0.5043
H  -2.7155  3.8305  0.0399
H  -1.9525  2.7417  1.0480
H  -1.3088  4.4227  0.9064
H  -1.2378  2.6701  -1.2305
C  3.8000  0.9759  -4.1712
O  2.5955  0.9721  -3.2893
H  3.6695  1.3001  -5.2036
H  4.6716  1.5140  -3.7986
H  4.2326  -0.0223  -4.2388
H  2.4967  1.9016  -3.0702

***

2.
A cluster of 10 separate species, C10H40O10 in total, computed with ωB97M-V with the def2-TZVPD basis set.

The HOMO energy comes out at -0.3605 Eh. Its calculated total energy is -1157.17819 hartree. Its structure (SMILES) is CO.CO.CO.CO.CO.CO.CO.CO.CO.CO. For the HOMO-LUMO gap, the calculation gives 9.79 eV. The relative energy (zero: lowest compared OMol25 entry of this formula, charge and spin) is 456.0 kJ/mol.

Positions of all 60 atoms, in Å:
C  44.1305  20.6111  -12.3710
O  44.4663  19.5957  -11.4476
H  43.4832  21.3483  -11.8705
H  45.0402  21.0946  -12.7145
H  43.5198  20.2692  -13.2149
H  43.6679  19.1778  -11.1181
C  43.1654  23.7046  -9.4536
O  42.7170  25.0687  -9.3820
H  42.9641  23.3410  -10.4633
H  44.2477  23.6112  -9.3731
H  42.5072  23.1552  -8.7793
H  43.1675  25.4664  -8.6328
C  39.7836  26.3154  -8.8403
O  38.6246  26.0824  -8.0640
H  40.6745  26.0837  -8.2540
H  39.8197  25.7029  -9.7471
H  39.8214  27.3534  -9.1571
H  38.6151  25.1987  -7.6955
C  41.3495  24.0473  -12.7527
O  41.3686  25.3933  -12.3038
H  40.4635  23.5452  -12.3485
H  41.2310  23.9786  -13.8323
H  42.2386  23.5029  -12.4321
H  41.7029  25.4217  -11.4021
C  41.5140  29.3078  -10.5328
O  42.7952  29.9498  -10.5943
H  41.6047  28.2819  -10.8973
H  41.0915  29.4039  -9.5343
H  40.8565  29.8070  -11.2429
H  43.2635  29.6692  -9.8042
C  44.9971  27.1733  -10.7466
O  45.7081  26.0227  -10.1930
H  44.2561  26.8054  -11.4509
H  44.6993  27.7795  -9.8947
H  45.7066  27.7670  -11.3313
H  45.9007  26.3057  -9.2981
C  38.9937  26.3966  -14.6599
O  39.1663  27.1696  -13.5004
H  38.0957  26.6949  -15.2040
H  39.8175  26.4713  -15.3794
H  38.8465  25.3268  -14.4601
H  40.0194  26.8772  -13.1486
C  38.1570  22.2674  -11.0032
O  37.8266  23.6727  -11.1141
H  39.2370  22.1031  -11.0645
H  37.8210  21.9246  -10.0217
H  37.6445  21.7685  -11.8203
H  38.0628  24.0306  -10.2511
C  40.8615  21.9580  -17.4612
O  40.5943  22.8017  -16.3573
H  41.9306  21.7297  -17.5187
H  40.2739  21.0404  -17.4414
H  40.7391  22.4549  -18.4323
H  39.9513  23.4509  -16.6547
C  45.5652  24.8724  -13.7130
O  46.6306  25.4167  -12.9221
H  44.8866  24.2888  -13.0873
H  45.0328  25.6961  -14.1936
H  46.0343  24.2309  -14.4557
H  46.3047  25.5749  -12.0286

***

3.
A cluster of 10 separate species, C10H40O10 in total, computed with ωB97M-V with the def2-TZVPD basis set.

The HOMO energy comes out at -0.3581 Eh. Its calculated total energy is -1157.30911 hartree. Its structure (SMILES) is CCO.CCO.CCO.CCO.CCO.O.O.O.O.O. For the HOMO-LUMO gap, the calculation gives 9.54 eV. The relative energy (zero: lowest compared OMol25 entry of this formula, charge and spin) is 112.3 kJ/mol.

Positions of all 60 atoms, in Å:
C  -0.0286  -0.6626  0.7096
C  0.4158  0.7617  0.8011
O  1.4132  1.1005  -0.1696
H  0.7475  -1.4233  0.6402
H  -0.6056  -0.7835  -0.2198
H  -0.6928  -0.9897  1.5103
H  0.8674  0.9987  1.7733
H  -0.4230  1.4685  0.7654
H  0.9137  1.1431  -0.9963
C  -3.3240  0.2793  -1.8245
C  -4.2082  -0.5876  -2.7139
O  -3.5233  -1.7528  -3.1526
H  -2.3943  0.5429  -2.3286
H  -3.0439  -0.3265  -0.9614
H  -3.7896  1.2224  -1.5392
H  -4.5428  -0.0150  -3.5865
H  -5.0799  -0.9276  -2.1615
H  -2.8291  -1.4913  -3.7636
C  -2.6803  3.6183  0.6940
C  -3.4506  4.8095  1.1955
O  -4.8703  4.6083  1.0070
H  -2.8438  3.4136  -0.3631
H  -2.9709  2.6957  1.2061
H  -1.6220  3.7872  0.9152
H  -3.1945  5.7239  0.6708
H  -3.3128  4.9525  2.2696
H  -5.1047  3.7864  1.4513
C  1.9454  -2.7303  2.9156
C  3.2817  -2.0118  2.8914
O  4.3301  -2.9568  3.0673
H  1.8196  -3.1536  1.9176
H  1.1333  -2.0269  3.0866
H  1.9445  -3.5406  3.6429
H  3.3761  -1.2154  3.6350
H  3.3425  -1.5487  1.8963
H  5.1625  -2.4943  2.9410
C  2.8954  -2.7625  -3.3240
C  2.6448  -2.2388  -1.9313
O  2.2702  -3.3530  -1.1049
H  2.0788  -3.3354  -3.7570
H  3.8068  -3.3584  -3.3345
H  3.0874  -1.9020  -3.9792
H  1.8730  -1.4663  -1.8929
H  3.5627  -1.7910  -1.5461
H  1.4076  -3.1936  -0.7157
O  -1.7510  -3.2421  2.2169
H  -2.6479  -3.5368  2.0374
H  -1.7363  -3.0725  3.1629
O  -0.3031  1.8508  -2.4983
H  -0.7745  2.6746  -2.6517
H  -0.9665  1.1587  -2.6085
O  1.2465  0.8250  4.6693
H  0.5947  0.8029  3.9643
H  1.6034  1.7169  4.6413
O  2.1031  0.8610  -4.0714
H  1.2879  0.9767  -3.5707
H  1.9813  0.0355  -4.5480
O  3.5672  2.5829  1.0274
H  2.8253  2.0869  0.6536
H  3.1847  3.4063  1.3386